[1]
54
Properties=species:S:1:pos:R:3:forces:R:3 method="wB97M-V/def2-TZVPD" gap_ev="4.3 / 6.6" s2=2.063 fmax_ev_per_a=0.54 spin_multiplicity=3 e_above_lowest_kj_mol=15.9 e_homo_ev="0.709 / -1.624" total_charge=-2
Mo -0.592 -0.280 -0.097 0.161 -0.465 -0.223
Se -1.275 -2.547 0.033 0.034 0.082 0.117
Ge -4.079 0.347 0.220 0.031 -0.014 0.114
O 3.239 0.187 -1.501 0.018 -0.103 0.032
O 0.191 1.913 -0.391 -0.002 0.193 0.293
O -1.065 2.685 -1.920 -0.191 -0.011 -0.150
O 1.487 -0.308 -0.204 -0.143 0.028 -0.116
N -0.211 -0.378 -2.234 -0.058 0.072 0.018
N -0.124 -0.496 2.159 -0.110 -0.170 -0.053
N -0.231 2.921 -1.072 0.204 -0.007 0.075
N 0.580 2.513 2.497 -0.066 -0.286 -0.022
C 1.831 1.760 2.340 0.118 -0.009 -0.021
C -2.421 -0.864 -3.067 0.013 0.013 -0.006
C 1.569 0.136 -3.795 -0.052 -0.097 -0.031
C -4.878 1.137 1.860 0.009 -0.003 -0.013
C -4.909 1.306 -1.287 -0.005 -0.002 -0.010
C 0.711 0.066 -4.868 -0.053 -0.008 -0.001
C -2.190 0.721 0.202 0.097 0.002 -0.094
C 1.244 -0.729 2.666 -0.084 0.000 0.097
C -4.659 -1.523 0.194 -0.037 0.029 -0.007
C -0.658 -0.292 -4.633 0.052 0.008 -0.018
C -1.080 -0.509 -3.286 0.002 -0.003 0.056
C -1.588 -0.430 -5.670 0.012 -0.001 0.012
C -3.317 -0.996 -4.115 -0.005 -0.005 0.014
C -2.910 -0.777 -5.427 0.009 0.010 -0.010
C 1.881 0.529 3.244 -0.057 -0.036 0.111
C 1.112 -0.113 -2.510 -0.047 0.177 -0.015
C 2.042 -0.062 -1.367 0.046 0.122 0.096
H 2.704 2.389 2.550 0.003 0.020 0.015
H -4.707 2.375 -1.186 -0.011 -0.019 -0.010
H -1.248 -0.252 -6.686 -0.003 0.000 0.004
H -4.467 0.973 -2.227 -0.012 0.004 0.023
H 2.919 0.281 3.489 0.013 0.003 -0.034
H 1.912 1.442 1.300 0.041 0.017 -0.005
H -3.613 -0.874 -6.248 0.004 0.001 0.003
H -4.510 0.623 2.752 0.005 0.006 -0.023
H 1.382 0.782 4.189 0.042 0.011 0.005
H 0.219 2.694 1.565 -0.072 0.107 0.018
H -4.219 -2.067 1.030 0.005 0.016 -0.024
H -4.597 2.190 1.932 -0.010 -0.016 0.013
H 2.619 0.377 -3.900 0.003 -0.009 -0.002
H 0.724 3.382 2.988 0.021 0.081 -0.087
H -0.650 -1.373 2.162 0.050 0.019 0.094
H -5.991 1.148 -1.319 0.014 0.003 0.010
H 1.044 0.265 -5.880 -0.004 -0.001 0.001
H 1.219 -1.487 3.458 -0.019 -0.052 -0.030
H -5.751 -1.552 0.271 0.014 0.002 -0.011
H -5.970 1.068 1.846 0.021 -0.005 -0.015
H 1.837 -1.120 1.842 0.021 0.066 -0.022
H -2.038 1.797 0.305 -0.105 0.017 -0.089
H -2.725 -1.057 -2.049 0.003 -0.003 0.009
H -0.617 0.172 2.739 0.074 0.204 -0.097
H -4.346 -2.029 -0.719 -0.005 0.009 0.014
H -4.345 -1.273 -3.901 0.010 0.003 -0.004



[2]
56
Properties=species:S:1:pos:R:3:forces:R:3 method="wB97M-V/def2-TZVPD" gap_ev="6.2 / 5.9" s2=0.754 fmax_ev_per_a=3.12 spin_multiplicity=2 e_above_lowest_kj_mol=0.0 e_homo_ev="-16.849 / -16.851" total_charge=+3
Ti 0.210 0.243 -0.700 1.498 -1.705 2.136
O -1.927 2.111 -2.265 -0.445 0.133 -0.344
O -0.073 0.919 -2.460 -1.313 1.113 0.138
N -3.822 -1.762 0.614 0.448 0.120 -0.132
N -0.850 1.842 -1.867 1.159 0.649 -0.859
N -0.262 3.792 1.016 -0.039 0.196 0.300
N 1.725 -0.541 1.115 0.234 -0.095 -0.423
N -0.228 2.300 -0.738 -1.191 0.477 -0.772
N 1.205 -1.602 -0.861 0.141 -0.270 -0.488
N -1.484 4.331 -0.838 0.021 0.052 0.096
N -1.521 -0.788 -0.016 -0.389 -0.025 0.214
N 2.225 0.934 -0.539 0.330 0.394 -0.290
N 0.563 2.929 1.742 0.010 -0.103 -0.146
C 4.548 1.844 0.602 0.082 0.082 -0.027
C 2.508 -2.887 0.666 0.080 -0.108 0.067
C 3.770 0.914 1.277 0.065 -0.035 0.034
C 1.962 -3.753 -1.518 0.031 -0.070 -0.005
C 1.835 -1.746 0.307 -0.108 0.296 0.184
C -3.767 -0.363 1.004 -0.021 -0.064 0.102
C -1.371 -2.031 0.842 0.095 0.478 -0.328
C -2.333 0.202 0.802 0.069 -0.352 -0.403
C 1.293 -2.581 -1.785 -0.141 0.158 0.173
C -0.707 3.491 -0.187 0.053 -0.544 -0.477
C 4.162 2.293 -0.663 0.152 0.026 0.121
C 2.989 1.825 -1.205 -0.247 -0.139 0.099
C -3.627 -1.876 -0.825 -0.023 -0.054 -0.016
C 2.558 -3.913 -0.272 0.072 -0.125 0.022
C -2.769 -2.502 1.306 -0.164 -0.035 0.016
C -2.303 -1.186 -1.261 0.112 0.184 0.515
C 2.630 0.483 0.638 -0.196 -0.440 0.158
H -2.877 -3.564 1.098 -0.077 -0.032 0.029
H 4.771 2.993 -1.218 0.003 -0.012 0.025
H -2.888 -2.358 2.378 -0.017 -0.012 0.021
H -4.462 -1.411 -1.346 -0.056 -0.040 0.018
H 1.873 -0.736 2.098 -0.162 -0.004 0.122
H -2.509 -0.286 -1.839 -0.002 0.064 -0.046
H -1.737 5.224 -0.437 0.019 0.014 0.014
H 0.803 -2.407 -2.734 -0.008 0.036 -0.022
H 1.460 3.385 1.871 0.098 -0.017 0.066
H -1.882 4.115 -1.738 -0.041 -0.018 -0.056
H -1.665 -1.843 -1.850 0.014 -0.058 -0.052
H 0.140 2.778 2.651 0.003 -0.012 0.080
H 2.013 -4.524 -2.274 0.026 -0.026 0.035
H 2.633 2.148 -2.173 -0.020 -0.011 -0.022
H -3.605 -2.930 -1.096 -0.049 -0.026 0.007
H -2.373 1.159 0.277 0.002 0.037 -0.035
H -4.484 0.198 0.407 -0.045 -0.008 0.012
H -4.043 -0.262 2.053 -0.081 -0.015 -0.006
H 2.995 -2.975 1.628 0.007 -0.012 -0.019
H -0.521 4.688 1.412 0.017 0.036 0.041
H 5.467 2.201 1.050 -0.029 0.000 -0.035
H 3.084 -4.830 -0.038 -0.008 0.014 0.008
H -1.804 0.332 1.745 0.033 0.040 0.066
H -0.723 -1.763 1.674 0.013 -0.056 0.108
H -0.864 -2.771 0.228 -0.029 -0.099 -0.007
H 4.061 0.517 2.241 0.016 0.021 -0.019



[3]
53
Properties=species:S:1:pos:R:3:forces:R:3 method="wB97M-V/def2-TZVPD" gap_ev=9.8 fmax_ev_per_a=1.09 spin_multiplicity=1 e_above_lowest_kj_mol=10.5 e_homo_ev=-9.167
S -0.080 3.365 0.071 -0.802 0.606 0.111
O 1.729 -1.577 0.014 0.300 0.155 -0.199
O 2.276 -4.156 -1.599 0.407 -0.202 0.033
O 0.165 -3.497 -1.945 -0.069 0.084 -0.148
O 0.429 3.787 -1.196 -0.142 -0.188 -0.166
O 0.856 3.054 1.123 -0.145 -0.090 0.030
N -2.608 6.163 1.376 -0.400 0.353 0.010
N 0.187 -2.772 1.121 0.135 -0.225 0.284
N -0.741 5.170 1.970 0.193 -0.003 0.153
N -1.209 2.169 -0.183 0.651 0.871 -0.009
C 0.986 -4.098 -1.300 -0.167 -0.407 0.224
C -0.585 0.314 1.324 -0.248 -0.028 -0.075
C 4.155 -3.685 -3.004 -0.399 -0.044 0.254
C -0.743 -5.303 0.142 0.037 0.210 -0.275
C -1.175 -3.171 1.402 -0.446 -0.022 -0.232
C -1.573 1.439 1.011 0.020 -0.177 0.651
C -1.676 6.089 2.289 0.182 -0.065 0.081
C -2.271 5.266 0.420 0.274 -0.329 -0.171
C 0.577 -1.696 0.385 -0.382 0.314 0.160
C 0.715 -4.862 -0.011 -0.031 0.069 0.061
C -1.019 1.338 -1.355 0.378 -0.188 -0.554
C -1.107 4.633 0.767 0.280 -0.506 -0.181
C 1.086 -3.907 1.142 0.479 -0.099 -0.092
C -0.019 0.214 -1.102 -0.246 -0.062 0.026
C -1.684 -4.108 0.304 -0.051 -0.010 0.204
C -0.458 -0.613 0.109 0.398 0.077 -0.113
C 2.730 -3.303 -2.655 0.054 0.350 -0.434
H 4.791 -3.578 -2.130 0.132 0.017 0.051
H -1.997 0.931 -1.634 0.016 0.088 0.021
H -1.044 -5.887 -0.730 -0.017 -0.082 0.047
H -1.651 6.679 3.183 0.114 0.072 0.229
H 2.670 -2.271 -2.293 -0.055 -0.132 -0.068
H 0.094 4.888 2.462 -0.072 0.081 0.087
H -0.919 -0.235 2.206 -0.002 0.005 0.041
H -2.580 1.034 0.860 0.034 0.086 0.027
H 0.051 -0.431 -1.979 0.065 0.020 -0.031
H -2.873 5.125 -0.454 -0.104 -0.108 -0.229
H 0.989 -4.423 2.101 0.003 -0.003 -0.041
H 0.390 0.755 1.539 -0.005 -0.100 0.057
H 0.966 0.640 -0.908 0.028 -0.058 -0.051
H -1.822 -2.301 1.504 0.037 -0.009 0.063
H -0.815 -5.947 1.022 0.023 -0.050 -0.008
H -1.167 -3.696 2.364 -0.044 0.104 -0.014
H 1.385 -5.725 0.013 -0.015 0.071 0.001
H -0.667 1.999 -2.148 -0.135 -0.201 -0.122
H -1.427 -1.066 -0.119 -0.028 -0.039 0.036
H -1.726 -3.564 -0.639 -0.095 0.010 0.063
H -2.688 -4.457 0.552 -0.049 0.004 0.004
H -1.607 2.158 1.832 -0.180 -0.135 0.095
H 2.107 -3.543 1.022 -0.128 -0.109 0.105
H 2.059 -3.415 -3.514 0.110 0.043 0.149
H 4.523 -3.034 -3.792 0.056 0.061 -0.081
H 4.199 -4.716 -3.344 0.052 -0.083 -0.062



[4]
70
Properties=species:S:1:pos:R:3:forces:R:3 method="wB97M-V/def2-TZVPD" gap_ev=3.5 fmax_ev_per_a=3.78 spin_multiplicity=1 e_homo_ev=-5.029
Rb -4.988 -3.852 6.761 -1.855 -2.047 2.581
As -5.632 -0.168 4.615 -1.912 1.574 0.647
K -2.573 0.131 1.352 -1.113 -1.610 -2.870
K -1.660 -0.951 7.526 1.138 0.165 1.781
Cl -8.859 1.831 4.763 -0.518 0.253 -0.005
Cl -4.933 3.160 -0.515 -0.058 -0.043 0.044
Cl -9.160 1.446 7.655 -0.015 -0.011 -0.007
Cl -2.148 3.909 -1.005 0.007 -0.003 0.014
S -3.734 -1.805 4.151 -1.362 -0.144 -0.675
F -1.038 -5.117 2.747 -0.131 0.000 -0.133
F 2.038 0.406 -3.136 -0.030 -0.020 -0.051
F -0.556 0.616 3.758 -0.175 0.345 -0.516
F 0.683 -3.648 3.134 0.053 0.180 -0.123
F -1.436 -1.570 5.436 0.212 -0.009 -0.558
F -0.686 -4.312 4.859 -0.303 0.127 0.204
F -2.649 1.000 3.287 -0.106 0.914 2.440
F -1.933 1.011 5.338 -0.469 0.009 0.034
F 0.806 -5.798 3.934 0.139 -0.227 0.050
F -1.284 -1.743 3.339 0.010 0.512 -0.791
O 5.357 1.443 -1.866 -0.119 0.189 0.092
O -3.879 -2.836 5.172 2.277 1.378 -0.715
O -3.851 -2.419 2.845 0.577 0.921 -1.283
O 1.540 -1.869 6.675 -0.923 0.737 0.371
O 6.694 2.001 -6.976 0.142 0.037 0.192
O 6.419 1.452 -9.121 0.014 -0.070 -0.132
C 1.386 0.473 -1.963 0.001 0.028 0.143
C 0.211 -0.233 -1.813 -0.149 -0.177 -0.208
C 5.023 -0.865 -2.326 -0.102 0.205 0.169
C -1.982 -1.157 4.311 0.426 -0.844 -1.533
C -3.828 4.459 -0.995 0.085 -0.038 0.021
C 6.156 1.327 -7.798 -0.356 -0.055 -0.025
C -0.455 -0.169 -0.601 0.224 0.318 0.181
C 1.242 1.314 0.255 -0.050 0.006 0.032
C 5.660 0.489 -2.541 0.046 -0.243 -0.108
C 5.558 0.599 -9.892 -0.090 -0.145 0.055
C -9.993 1.641 6.106 -0.037 0.016 -0.019
C 6.690 0.586 -3.639 -0.001 0.227 0.168
C 5.104 -0.493 -8.925 0.000 0.153 0.131
C 0.061 0.610 0.433 -0.059 -0.078 -0.268
C 1.918 1.245 -0.950 0.224 0.172 -0.078
C 5.084 0.261 -7.593 0.274 -0.196 -0.408
C -1.801 0.409 4.152 1.317 -0.833 1.813
B -0.037 -4.729 3.671 -0.158 0.046 -0.073
H 6.116 0.213 -10.740 0.109 0.071 -0.007
H -10.617 2.523 6.159 0.027 0.079 0.028
H -1.373 -0.733 -0.482 0.242 -0.200 -0.274
H 4.305 -0.800 -1.513 -0.027 -0.018 0.029
H 1.641 1.916 1.058 0.036 -0.019 0.042
H 4.507 -1.180 -3.234 0.099 -0.107 -0.031
H -0.436 0.680 1.388 0.609 0.062 0.069
H 7.519 -0.094 -3.434 -0.052 -0.104 -0.085
H 6.242 0.327 -4.598 0.059 -0.092 -0.023
H -0.169 -0.823 -2.634 0.023 -0.035 -0.009
H -10.592 0.759 5.924 0.017 -0.073 -0.001
H 5.850 -1.286 -8.886 0.032 -0.016 -0.024
H -6.576 -1.379 4.278 0.548 -0.238 -0.318
H 4.723 1.197 -10.264 -0.027 0.008 0.023
H -3.924 5.269 -0.284 0.009 0.005 0.071
H -4.097 4.784 -1.991 0.006 -0.047 -0.072
H -6.804 0.765 4.812 0.173 -0.184 0.211
H 7.069 1.601 -3.696 0.005 0.044 -0.034
H -4.627 0.947 5.085 0.315 -0.338 -0.324
H 5.783 -1.601 -2.063 0.009 -0.059 -0.141
H -5.554 0.259 3.084 0.529 -0.278 0.093
H 5.332 -0.371 -6.747 -0.066 0.109 0.147
H 4.153 -0.942 -9.202 -0.051 0.059 -0.027
H -5.677 -0.687 6.157 0.424 -0.175 -0.142
H 1.691 -1.966 5.725 -0.171 -0.129 0.162
H 4.131 0.762 -7.415 0.004 0.018 0.077
H 2.848 1.776 -1.109 0.041 -0.060 -0.024



[5]
53
Properties=species:S:1:pos:R:3:forces:R:3 method="wB97M-V/def2-TZVPD" gap_ev=6.3 fmax_ev_per_a=0.92 spin_multiplicity=1 e_homo_ev=-9.605 total_charge=+1
O 4.458 0.292 0.490 0.321 -0.586 0.542
O 6.273 -1.099 -0.187 -0.175 0.620 -0.488
O 1.576 -0.760 1.199 -0.319 -0.103 -0.074
O 2.087 -2.341 -2.151 0.046 -0.335 0.039
O 2.902 -0.178 2.874 0.409 0.111 0.034
N -1.569 2.595 1.087 -0.068 -0.038 0.039
N 3.198 -2.801 0.415 -0.610 -0.561 -0.240
N -6.083 2.515 -2.169 0.010 -0.006 -0.038
C -7.137 3.340 -3.931 0.005 -0.003 -0.015
C -3.461 3.575 0.491 -0.047 -0.035 -0.008
C 0.570 0.182 3.225 -0.061 -0.375 -0.544
C -5.114 2.980 -3.019 0.013 -0.037 0.075
C 3.914 -4.092 0.578 0.260 -0.285 0.474
C -2.924 4.264 1.612 -0.018 -0.015 0.011
C 1.782 -0.238 2.465 0.030 -0.036 0.076
C 3.953 -4.664 1.772 -0.231 0.520 -0.300
C 1.696 -2.973 0.249 -0.662 -0.198 -0.274
C 1.182 -2.869 -1.212 -0.272 0.800 -0.213
C -7.318 2.729 -2.720 0.013 -0.003 0.038
C -5.737 3.499 -4.121 -0.010 -0.010 -0.014
C 0.975 -2.054 1.237 0.623 -0.344 0.410
C -1.759 3.637 1.958 0.037 -0.038 -0.010
C -2.605 2.550 0.191 0.019 -0.015 0.001
C 3.875 -1.944 -0.650 0.573 0.323 -0.522
C 2.868 -1.311 -1.588 0.019 -0.218 0.164
B 4.940 -0.853 -0.072 -0.208 0.012 0.187
H -0.294 0.159 2.568 -0.161 0.279 0.077
H -0.101 -2.062 1.078 -0.055 0.204 -0.299
H 4.754 -5.326 2.059 -0.441 -0.766 -0.258
H 3.436 -0.852 -2.393 -0.087 0.110 -0.111
H 1.451 -3.977 0.590 0.222 -0.125 0.020
H -8.215 2.430 -2.206 -0.015 0.012 -0.004
H 3.177 -4.417 2.488 0.541 0.429 0.534
H 1.140 -2.481 2.232 -0.062 0.003 0.090
H -4.071 2.902 -2.766 0.011 0.043 -0.006
H -5.246 3.945 -4.969 0.001 0.006 -0.006
H 4.430 -2.642 -1.273 -0.065 -0.225 0.055
H 0.304 -2.214 -1.184 -0.095 0.008 0.079
H 0.394 -0.553 4.008 0.070 0.146 0.272
H -7.919 3.640 -4.607 -0.005 0.004 -0.005
H 0.757 1.164 3.644 -0.156 0.040 0.201
H 3.325 -2.330 1.310 -0.095 0.195 -0.024
H -0.790 1.966 1.098 0.066 0.049 -0.059
H -3.346 5.122 2.106 -0.006 0.008 -0.002
H 2.255 -0.553 -1.104 -0.044 0.118 0.037
H -2.642 1.798 -0.579 0.004 0.018 -0.025
H 4.246 0.197 1.434 -0.292 0.408 -0.087
H -4.372 3.808 -0.036 0.014 0.051 -0.016
H 6.564 -1.300 -1.084 0.245 -0.496 0.208
H -1.052 3.842 2.744 0.004 0.036 -0.005
H 0.831 -3.822 -1.592 0.237 -0.208 0.057
H 4.358 -4.515 -0.309 0.474 0.516 -0.088
H -5.916 2.085 -1.279 -0.008 -0.008 0.015